10
Properties=species:S:1:pos:R:3:forces:R:3:lowdin_charge:R:1 method="wB97M-V/def2-TZVPD" relative_energy_kj_mol=219.3 e_lumo_ev=0.926 charge=0 total_energy_ha=-301.403690 smiles=Nc1ccon1 homo_lumo_gap_ev=11.023
N 1.5090 -0.2042 1.1496 -0.40 -0.09 -0.07 0.07
C 0.4779 0.0902 0.2080 -0.66 -0.15 -0.27 -0.38
C -0.8182 -0.5687 -0.0912 0.95 0.52 0.12 0.00
C -1.3349 0.1975 -1.0969 1.17 0.81 0.13 -0.09
O -0.4390 1.2188 -1.3691 -0.96 -0.78 0.01 -0.08
N 0.6539 1.1317 -0.5632 -0.11 -0.52 0.36 0.10
H 1.2320 -0.1403 2.1250 -0.12 -0.02 -0.36 0.08
H 1.9983 -1.0775 0.9913 -0.25 0.12 -0.10 0.08
H -1.1631 -1.4653 0.4378 -0.09 0.62 -0.57 0.10
H -2.2097 0.2873 -1.7596 0.46 -0.53 0.76 0.13